#P
A molecular structure, C31H36ClO3PdSSeSi2. Source: OMol25; level of theory: wB97M-V/def2-TZVPD.

E_HOMO: -4.479 eV
M: 765.7 g mol⁻¹
LUMO energy: 2.23 eV
net charge: -1
HOMO-LUMO gap: 6.7 eV
spin multiplicity: 1

CARTESIAN COORDINATES (ANGSTROEM)
Pd -2.155 -1.149 0.643
C -0.297 -3.905 1.877
Si -1.234 -2.371 2.430
C -2.503 -2.812 3.762
C -0.031 -1.171 3.284
C 0.852 -1.589 4.281
C 1.717 -0.695 4.897
C 1.704 0.644 4.526
C 0.821 1.077 3.546
C -0.048 0.181 2.917
Si -1.272 0.756 1.598
C -0.413 2.037 0.543
C -2.788 1.455 2.453
H -0.756 -4.804 2.294
H 0.746 -3.854 2.195
H -0.320 -3.990 0.792
H -2.438 -3.875 4.005
H -3.528 -2.593 3.466
H -2.292 -2.238 4.667
H 0.876 -2.633 4.579
H 2.403 -1.040 5.662
H 2.380 1.346 4.998
H 0.824 2.124 3.258
H -0.429 3.003 1.057
H -0.873 2.161 -0.436
H 0.624 1.737 0.392
H -2.593 2.495 2.736
H -3.000 0.885 3.359
H -3.663 1.424 1.805
C 5.209 2.346 -2.286
C 6.523 1.610 -2.318
O 7.532 2.065 -2.787
S 6.603 -0.037 -1.596
C 4.916 -0.379 -1.159
C 4.041 -0.901 -2.108
C 2.716 -1.125 -1.784
C 2.245 -0.854 -0.495
C 3.141 -0.374 0.466
C 4.464 -0.136 0.134
C 0.870 -1.021 -0.159
C -0.297 -1.057 0.166
H 5.373 3.350 -2.669
H 4.824 2.382 -1.267
H 4.461 1.835 -2.891
H 4.402 -1.114 -3.107
H 2.025 -1.501 -2.527
H 2.781 -0.184 1.470
H 5.150 0.254 0.875
Cl -6.770 -2.629 2.204
C -5.604 -3.525 1.193
C -4.243 -2.862 1.036
O -3.310 -3.605 0.697
O -4.148 -1.618 1.234
H -6.044 -3.634 0.204
H -5.466 -4.508 1.632
C 0.943 3.011 -4.701
C -0.118 2.314 -3.890
C -1.118 3.029 -3.247
C -2.109 2.399 -2.499
C -3.139 3.246 -1.801
C -2.106 1.000 -2.381
Se -3.382 0.128 -1.244
C -1.123 0.261 -3.058
C -1.090 -1.241 -3.002
C -0.146 0.930 -3.789
H 1.083 4.039 -4.364
H 0.675 3.045 -5.760
H 1.901 2.495 -4.623
H -1.127 4.113 -3.318
H -3.121 4.265 -2.190
H -2.952 3.284 -0.724
H -4.139 2.831 -1.921
H -0.749 -1.588 -2.024
H -0.421 -1.636 -3.769
H -2.089 -1.654 -3.145
H 0.618 0.346 -4.294

***

#Q
A molecular structure, C31H36ClO3PdSSeSi2. Source: OMol25; level of theory: wB97M-V/def2-TZVPD.

E_HOMO: -4.975 eV
M: 765.7 g mol⁻¹
LUMO energy: 2.22 eV
net charge: -1
HOMO-LUMO gap: 7.2 eV
spin multiplicity: 1

CARTESIAN COORDINATES (ANGSTROEM)
Pd 0.696 1.223 -1.366
C 0.858 2.862 -4.361
Si -0.458 2.401 -3.082
C -1.350 4.030 -2.739
C -1.763 1.256 -3.831
C -2.443 1.508 -5.023
C -3.416 0.633 -5.481
C -3.730 -0.505 -4.744
C -3.066 -0.761 -3.555
C -2.077 0.108 -3.093
Si -1.144 -0.168 -1.484
C -2.419 -0.102 -0.113
C -0.335 -1.857 -1.350
H 0.590 2.413 -5.323
H 1.867 2.530 -4.124
H 0.876 3.946 -4.489
H -1.548 4.487 -3.716
H -0.771 4.736 -2.146
H -2.298 3.859 -2.231
H -2.209 2.392 -5.607
H -3.932 0.833 -6.413
H -4.489 -1.190 -5.101
H -3.318 -1.655 -2.992
H -3.196 -0.813 -0.423
H -2.887 0.871 0.011
H -2.030 -0.425 0.853
H -0.954 -2.562 -1.918
H -0.306 -2.179 -0.308
H 0.668 -1.871 -1.766
C 4.986 -6.163 5.999
C 4.479 -5.062 5.093
O 3.440 -4.491 5.280
S 5.594 -4.720 3.750
C 4.737 -3.460 2.854
C 4.695 -2.154 3.333
C 4.049 -1.172 2.608
C 3.442 -1.462 1.378
C 3.500 -2.780 0.908
C 4.134 -3.767 1.639
C 2.771 -0.451 0.631
C 2.199 0.416 -0.011
H 5.006 -5.785 7.020
H 5.975 -6.518 5.714
H 4.277 -6.989 5.955
H 5.167 -1.914 4.277
H 4.007 -0.156 2.980
H 3.040 -3.013 -0.043
H 4.169 -4.783 1.267
Cl 1.337 -2.742 -4.722
C 0.949 -1.008 -4.989
C 1.852 -0.120 -4.118
O 2.867 0.340 -4.617
O 1.447 0.004 -2.911
H 1.131 -0.806 -6.040
H -0.102 -0.888 -4.737
C -3.796 1.490 5.066
C -2.939 1.785 3.865
C -3.416 2.542 2.805
C -2.633 2.823 1.688
C -3.256 3.626 0.577
C -1.320 2.327 1.630
Se -0.268 2.880 0.110
C -0.813 1.586 2.703
C 0.590 1.069 2.697
C -1.633 1.321 3.794
H -4.825 1.813 4.905
H -3.419 2.002 5.954
H -3.808 0.422 5.288
H -4.432 2.921 2.837
H -4.282 3.889 0.838
H -3.267 3.060 -0.357
H -2.702 4.541 0.370
H 0.752 0.369 1.879
H 0.829 0.570 3.637
H 1.305 1.875 2.519
H -1.229 0.734 4.613

***

Tell me which of them is the least stable. Sure, it is #Q.

***

#P
A single C3H8O molecule. Source: OMol25; level of theory: wB97M-V/def2-TZVPD.

E_HOMO: -9.769 eV
M: 60.1 g mol⁻¹
LUMO energy: 1.15 eV
SMILES: CCOC
HOMO-LUMO gap: 10.9 eV
spin multiplicity: 1

CARTESIAN COORDINATES (ANGSTROEM)
C -1.492 0.127 0.171
C -0.357 -0.088 -0.823
O 0.800 0.654 -0.498
C 1.617 0.033 0.459
H -2.383 -0.428 -0.140
H -1.220 -0.210 1.177
H -1.746 1.190 0.225
H -0.663 0.255 -1.817
H -0.113 -1.160 -0.905
H 1.078 -0.199 1.390
H 2.053 -0.902 0.070
H 2.427 0.729 0.692

***

#Q
2 unconnected molecules or ions with the total composition C3H8O. Source: OMol25; level of theory: wB97M-V/def2-TZVPD.

E_HOMO: -8.123 eV
M: 60.1 g mol⁻¹
LUMO energy: 0.66 eV
HOMO-LUMO gap: 8.8 eV
spin multiplicity: 1

CARTESIAN COORDINATES (ANGSTROEM)
C -0.584 -0.785 0.788
C -0.958 0.854 -0.957
C 0.886 -0.492 0.077
O -0.584 1.957 -0.361
H -1.512 -0.942 0.222
H -0.329 -1.772 1.154
H -0.905 -0.241 1.693
H -0.226 0.664 -1.772
H 1.068 -1.359 -0.564
H 1.334 0.353 -0.497
H 1.558 -0.549 0.927
H 0.253 2.311 -0.710

***

Tell me which of them is the least stable. Sure, it is #Q.

***

#P
A single C5H9N3O3 molecule. Source: OMol25; level of theory: wB97M-V/def2-TZVPD.

E_HOMO: -9.109 eV
M: 159.1 g mol⁻¹
LUMO energy: 0.63 eV
SMILES: NC1(N)C[C@]1(O)O[C@@H]1N=C1O
HOMO-LUMO gap: 9.7 eV
spin multiplicity: 1

CARTESIAN COORDINATES (ANGSTROEM)
N -2.100 -1.410 -0.133
C -1.625 -0.084 0.147
N -2.519 0.732 0.916
C -0.848 0.666 -0.886
C -0.128 0.162 0.338
O 0.300 1.104 1.244
O 0.683 -0.977 0.236
C 1.988 -0.972 -0.281
N 3.160 -0.787 0.634
C 3.000 0.075 -0.281
O 3.478 1.179 -0.767
H -2.496 -1.466 -1.069
H -1.346 -2.079 -0.065
H -3.072 0.152 1.535
H -3.155 1.226 0.296
H -0.971 1.736 -0.962
H -0.620 0.172 -1.822
H -0.035 0.891 2.127
H 2.076 -1.792 -0.988
H 4.228 1.471 -0.220

***

#Q
2 unconnected molecules or ions with the total composition C5H9N3O3. Source: OMol25; level of theory: wB97M-V/def2-TZVPD.

E_HOMO: -10.088 eV
M: 159.1 g mol⁻¹
LUMO energy: 0.29 eV
SMILES: CCOC(N)=O.N#C/C=N/O
HOMO-LUMO gap: 10.4 eV
spin multiplicity: 1

CARTESIAN COORDINATES (ANGSTROEM)
C 1.773 -0.144 -0.978
C 0.692 1.001 -0.749
O 0.602 1.149 0.655
C -0.444 0.598 1.318
N -0.247 0.788 2.645
O -1.448 0.165 0.770
H 2.495 0.142 -0.244
H 1.292 -1.034 -0.681
H 1.971 0.017 -2.010
H -0.087 0.658 -1.317
H 1.059 2.001 -1.013
H -0.919 0.606 3.289
H 0.571 1.291 3.096
N -1.114 -4.264 3.065
C -1.396 -3.538 2.213
C -1.713 -2.658 1.141
N -1.600 -3.017 -0.109
O -2.029 -2.157 -1.034
H -2.274 -1.835 1.552
H -2.262 -1.339 -0.610

***

Tell me which of them is the least stable. Sure, it is #P.

***

#P
2 unconnected molecules or ions with the total composition C12H16N2O. Source: OMol25; level of theory: wB97M-V/def2-TZVPD.

E_HOMO: -8.125 eV
M: 204.3 g mol⁻¹
LUMO energy: 0.66 eV
SMILES: Cc1c[nH]c2ccccc12.CCC(N)=O
HOMO-LUMO gap: 8.8 eV
spin multiplicity: 1

CARTESIAN COORDINATES (ANGSTROEM)
C -1.131 3.404 0.115
C -1.050 2.077 0.815
C -2.050 1.403 1.433
N -1.604 0.167 1.843
C -0.263 0.068 1.557
C 0.667 -0.898 1.969
C 1.973 -0.744 1.566
C 2.390 0.495 1.063
C 1.498 1.484 0.708
C 0.145 1.286 0.969
H -1.868 4.003 0.658
H -1.500 3.296 -0.905
H -0.203 3.979 0.093
H -3.101 1.665 1.414
H -2.007 -0.548 2.421
H 0.260 -1.772 2.431
H 2.723 -1.494 1.756
H 3.439 0.662 0.896
H 1.895 2.389 0.281
C 1.379 -0.315 -2.449
C 0.963 -1.585 -1.781
C -0.437 -2.021 -2.131
N -1.180 -2.469 -1.072
O -0.925 -1.941 -3.241
H 1.162 -0.335 -3.525
H 2.415 0.012 -2.439
H 0.749 0.484 -2.047
H 1.593 -2.462 -1.949
H 1.030 -1.646 -0.701
H -2.142 -2.761 -1.110
H -0.856 -2.328 -0.127

***

#Q
2 unconnected molecules or ions with the total composition C12H16N2O. Source: OMol25; level of theory: wB97M-V/def2-TZVPD.

E_HOMO: -8.162 eV
M: 204.3 g mol⁻¹
LUMO energy: 0.54 eV
SMILES: CCc1c[nH]cn1.Cc1ccc(O)cc1
HOMO-LUMO gap: 8.7 eV
spin multiplicity: 1

CARTESIAN COORDINATES (ANGSTROEM)
C 0.746 1.105 -3.180
C 0.910 0.091 -2.062
C 1.238 0.763 -0.755
C 0.984 2.026 -0.304
N 1.971 2.350 0.580
C 2.796 1.274 0.652
N 2.385 0.306 -0.107
H 1.463 1.920 -3.072
H -0.185 1.669 -3.248
H 0.775 0.610 -4.149
H 0.089 -0.630 -1.942
H 1.722 -0.603 -2.285
H 0.168 2.635 -0.658
H 2.024 3.173 1.153
H 3.735 1.322 1.175
C -0.868 -3.666 -0.247
C -1.119 -2.286 0.293
C -0.228 -1.619 1.113
C -0.492 -0.361 1.640
C -1.657 0.283 1.270
O -2.038 1.515 1.758
C -2.582 -0.319 0.410
C -2.248 -1.569 -0.081
H -0.002 -3.710 -0.901
H -1.766 -4.016 -0.757
H -0.768 -4.378 0.575
H 0.768 -1.984 1.342
H 0.302 0.160 2.159
H -1.274 1.982 2.116
H -3.384 0.358 0.151
H -3.039 -2.022 -0.676

***

#R
2 unconnected molecules or ions with the total composition C12H16N2O. Source: OMol25; level of theory: wB97M-V/def2-TZVPD.

E_HOMO: -7.932 eV
M: 204.3 g mol⁻¹
LUMO energy: 0.74 eV
SMILES: Cc1c[nH]c2ccccc12.CCC(N)=O
HOMO-LUMO gap: 8.7 eV
spin multiplicity: 1

CARTESIAN COORDINATES (ANGSTROEM)
C -0.106 -3.828 0.402
C -0.175 -3.034 -0.857
C -0.934 -3.407 -1.928
N -1.071 -2.394 -2.869
C -0.218 -1.355 -2.474
C 0.537 -0.396 -3.132
C 1.233 0.581 -2.397
C 1.218 0.501 -1.000
C 0.685 -0.587 -0.372
C 0.098 -1.616 -1.120
H -0.847 -4.629 0.394
H -0.306 -3.236 1.314
H 0.892 -4.230 0.617
H -1.183 -4.416 -2.220
H -1.036 -2.625 -3.851
H 0.438 -0.107 -4.187
H 1.940 1.251 -2.868
H 1.669 1.351 -0.494
H 0.691 -0.679 0.704
C -0.360 2.524 4.613
C 0.485 2.328 3.293
C -0.031 2.880 2.011
N -1.414 2.765 1.829
O 0.470 3.806 1.395
H -1.370 2.850 4.349
H 0.072 3.432 5.078
H -0.233 1.663 5.228
H 1.443 2.855 3.422
H 0.774 1.273 3.292
H -1.872 3.167 1.026
H -1.880 1.892 2.048

***

Tell me which of them is the least stable. Sure, it is #R.

***

#P
2 unconnected molecules or ions with the total composition C4H4I2. Source: OMol25; level of theory: wB97M-V/def2-TZVPD.

E_HOMO (alpha / beta): -8.321 / -8.620 eV
M: 305.9 g mol⁻¹
LUMO energy (alpha / beta): -0.91 / -0.64 eV
HOMO-LUMO gap (alpha / beta): 7.4 / 8.0 eV
spin multiplicity: 1

CARTESIAN COORDINATES (ANGSTROEM)
C 0.806 -2.099 0.778
C -0.881 2.063 -0.943
C 1.191 -0.970 0.318
C -1.262 1.199 -0.032
I 2.776 0.340 0.211
I -2.713 -0.286 0.215
H 1.431 -2.882 1.361
H -0.332 -2.380 0.674
H -1.205 2.504 -1.899
H 0.188 2.511 -0.682

***

#Q
2 unconnected molecules or ions with the total composition C4H4I2. Source: OMol25; level of theory: wB97M-V/def2-TZVPD.

E_HOMO: -8.909 eV
M: 305.9 g mol⁻¹
LUMO energy: -0.06 eV
SMILES: I[C@@]12C=C1C2.I
HOMO-LUMO gap: 8.8 eV
spin multiplicity: 1

CARTESIAN COORDINATES (ANGSTROEM)
I -1.080 2.262 0.238
C 0.553 0.832 -0.202
C 0.496 -0.214 -1.188
C 0.618 -0.999 -0.108
C 1.261 0.084 0.852
H 0.667 -0.206 -2.236
H 2.325 0.136 0.787
H 0.831 0.208 1.855
I -3.578 -1.059 -0.025
H -2.094 -1.044 0.028

***

Tell me which of them is the least stable. Sure, it is #P.

***

#P
2 unconnected molecules or ions with the total composition C2H4NO3. Source: OMol25; level of theory: wB97M-V/def2-TZVPD.

E_HOMO (alpha / beta): -15.851 / -15.857 eV
M: 90.1 g mol⁻¹
LUMO energy (alpha / beta): -7.60 / -7.60 eV
net charge: +1
HOMO-LUMO gap (alpha / beta): 8.3 / 8.3 eV
spin multiplicity: 1

CARTESIAN COORDINATES (ANGSTROEM)
C -2.011 -0.144 -0.154
C 0.173 0.019 0.791
N -3.357 0.255 -0.232
O -3.172 -0.845 0.501
O -4.288 0.777 -0.622
O -1.089 0.481 0.524
H -0.478 -1.327 -0.788
H 0.452 -0.888 0.013
H 0.058 -0.379 1.794
H 1.056 0.749 0.605

***

#Q
A molecular structure, C2H4NO3. Source: OMol25; level of theory: wB97M-V/def2-TZVPD.

E_HOMO (alpha / beta): -15.541 / -15.541 eV
M: 90.1 g mol⁻¹
LUMO energy (alpha / beta): -8.16 / -8.16 eV
net charge: +1
HOMO-LUMO gap (alpha / beta): 7.4 / 7.4 eV
spin multiplicity: 1

CARTESIAN COORDINATES (ANGSTROEM)
C 1.241 0.042 -0.043
C -1.337 0.587 0.344
N 1.404 -1.185 -0.536
O 0.963 -0.290 -1.418
O 1.751 -2.264 -0.437
O -0.351 -0.155 0.808
H 1.722 0.831 0.293
H -1.700 0.491 -0.694
H -1.409 1.628 0.783
H -2.285 0.315 0.901

***

Tell me which of them is the least stable. Sure, it is #P.

***

#P
A gas-phase ion, C5H10N3O (charge +1). Source: OMol25; level of theory: wB97M-V/def2-TZVPD.

E_HOMO: -13.703 eV
M: 128.2 g mol⁻¹
LUMO energy: -5.20 eV
SMILES: [H]/N=C(\C)N(C)[N+](C)=C=O
net charge: +1
HOMO-LUMO gap: 8.5 eV
spin multiplicity: 1

CARTESIAN COORDINATES (ANGSTROEM)
H 0.481 -2.059 2.017
N 0.790 -1.145 1.451
C 0.214 -1.021 0.319
C -0.791 -1.874 -0.386
N 0.568 0.100 -0.380
C -0.172 0.613 -1.512
N 1.365 1.096 0.335
C 0.761 1.974 1.408
C 2.569 1.116 0.009
O 3.604 0.909 -0.392
H -1.217 -2.669 0.375
H -0.397 -2.354 -1.329
H -1.541 -1.229 -0.627
H 0.034 -0.138 -2.350
H 0.340 1.601 -1.686
H -1.195 0.651 -1.196
H 1.152 1.587 2.471
H -0.376 1.892 1.438
H 0.877 3.132 1.197

***

#Q
A gas-phase ion, C5H10N3O (charge +1). Source: OMol25; level of theory: wB97M-V/def2-TZVPD.

E_HOMO (alpha / beta): -11.811 / -11.806 eV
M: 128.2 g mol⁻¹
LUMO energy (alpha / beta): -4.64 / -4.65 eV
net charge: +1
HOMO-LUMO gap (alpha / beta): 7.2 / 7.2 eV
spin multiplicity: 1

CARTESIAN COORDINATES (ANGSTROEM)
C -0.007 -0.379 1.523
C 0.188 0.456 -1.205
C 0.764 1.274 -0.182
C 2.413 1.142 -0.178
C -2.337 -1.340 -0.934
N 0.432 0.858 1.203
N -1.661 -0.461 -0.048
N -1.025 -1.026 0.911
O 0.096 0.004 -2.298
H 0.454 -0.798 2.415
H 0.453 2.337 -0.307
H 2.773 1.643 0.654
H 2.761 1.460 -1.160
H 2.718 0.160 0.022
H -2.294 -0.917 -2.053
H -2.042 -2.322 -0.892
H -3.434 -1.351 -0.690
H 0.959 1.250 1.919
H -1.210 -1.990 1.300

***

Tell me which of them is the least stable. Sure, it is #Q.

***

#P
A single C15H19N3OS2 molecule. Source: OMol25; level of theory: wB97M-V/def2-TZVPD.

E_HOMO: -7.134 eV
M: 321.5 g mol⁻¹
LUMO energy: 0.46 eV
SMILES: O=C(CSC1=NCCS1)N1CCN(c2ccccc2)CC1
HOMO-LUMO gap: 7.6 eV
spin multiplicity: 1

CARTESIAN COORDINATES (ANGSTROEM)
O 0.282 3.240 1.036
C -0.538 2.568 1.408
C -0.627 2.100 2.663
S -0.588 0.284 2.999
C 0.948 -0.212 2.169
N 1.493 0.550 1.521
C 2.728 -0.107 0.951
C 2.877 -1.445 1.207
S 1.192 -2.103 2.073
N -1.489 2.124 0.455
C -2.508 1.163 0.791
C -2.263 -0.367 0.172
N -1.577 -0.335 -1.015
C -0.353 -0.856 -1.445
C 0.717 -0.440 -2.221
C 1.710 -1.267 -2.385
C 1.648 -2.613 -2.161
C 0.750 -3.057 -1.361
C -0.238 -2.188 -0.783
C -1.832 1.266 -1.843
C -1.138 2.307 -0.980
H 0.289 2.301 3.323
H -1.514 2.374 3.333
H 2.512 -0.014 -0.175
H 3.402 0.523 0.970
H 3.422 -1.919 1.943
H 2.776 -2.235 0.336
H -2.486 1.076 1.937
H -3.325 1.556 0.484
H -3.168 -0.576 -0.283
H -1.765 -0.824 0.814
H 0.642 0.465 -2.462
H 2.542 -0.949 -2.863
H 2.520 -3.378 -2.170
H 0.785 -4.004 -0.856
H -1.300 -2.624 -0.396
H -2.958 1.155 -1.932
H -1.454 0.980 -2.793
H -0.267 2.276 -1.199
H -1.846 3.206 -1.263

***

#Q
A molecular structure, C15H19N3OS2. Source: OMol25; level of theory: wB97M-V/def2-TZVPD.

E_HOMO: -8.266 eV
M: 321.5 g mol⁻¹
LUMO energy: 0.14 eV
HOMO-LUMO gap: 8.4 eV
spin multiplicity: 1

CARTESIAN COORDINATES (ANGSTROEM)
C -2.466 -1.128 -2.696
C -1.653 -0.520 -1.587
H -0.567 -0.516 -1.722
H -1.979 0.521 -1.558
C -2.219 -1.358 -0.428
N -1.532 -0.842 0.926
C -0.364 -1.388 1.390
O 0.342 -0.820 2.046
C 0.178 -2.430 0.318
H -0.129 -3.430 0.814
H -0.040 -2.183 -0.630
S 1.926 -2.457 0.507
C 2.456 -1.152 -0.101
N 1.499 -0.172 -0.531
C 1.767 0.943 -1.122
N 2.868 1.534 -0.788
C 3.940 0.691 -0.295
C 3.696 -0.510 0.227
C 5.031 -0.878 0.639
C 5.919 -0.059 0.746
S 5.482 1.401 -0.204
H 6.838 -0.145 1.128
H 4.984 -1.854 1.188
H 0.910 1.560 -1.289
C -1.958 0.561 1.390
C -1.464 1.738 1.014
C -2.488 2.307 0.162
C -2.134 3.136 1.512
H -1.630 3.814 1.763
H -2.895 2.845 2.378
H -2.096 3.153 -0.728
H -3.517 2.060 -0.131
H -0.465 1.789 0.789
H -1.538 0.182 2.609
H -3.077 0.261 1.719
H -3.252 -0.736 -0.043
H -2.150 -2.261 -0.545
H -2.212 -0.615 -3.432
H -3.614 -0.982 -2.664
H -2.398 -2.059 -2.771

***

Tell me which of them is the least stable. Sure, it is #Q.